Entry 1:
A 3-piece molecular cluster, C2H5NO overall at a distorted geometry. Source: the Open Molecules 2025 dataset; level of theory: wB97M-V/def2-TZVPD.

## Properties
**LUMO**: 0.26 eV
**Net charge**: 0
**F_max**: 3.4 eV/A

Structure (XYZ):
```
9
C2H5NO, DFT wB97M-V/def2-TZVPD
C -0.88 1.55 -0.20
C 0.99 -0.02 -0.37
N 0.07 0.70 -0.05
O 2.14 -0.48 0.05
H -1.81 1.36 0.16
H -0.61 2.55 -0.30
H -0.83 -2.56 -0.25
H -1.50 -3.01 0.12
H 2.43 -0.09 0.84
```



Entry 2:
C6H14BeO3 as an isolated structure at a distorted geometry. Source: the Open Molecules 2025 dataset; level of theory: wB97M-V/def2-TZVPD.

## Properties
**Multiplicity**: 2
**LUMO (spin up / spin down)**: -4.65 / -5.90 eV
**Net charge**: +1
**⟨S²⟩**: 0.754
**F_max**: 4.2 eV/A

Structure (XYZ):
```
24
C6H14BeO3, DFT wB97M-V/def2-TZVPD
H 1.51 0.94 0.37
C 2.14 1.06 -2.30
O 1.41 2.08 -1.80
C 0.00 1.88 -1.70
H 1.76 0.57 -3.21
H 3.21 1.28 -2.25
H -0.51 2.84 -1.66
H -0.22 1.43 -2.68
Be 1.47 -0.24 -0.52
C -0.92 0.68 -0.95
O -0.05 -0.43 -0.78
C -0.63 -1.60 -0.18
C -0.45 -1.70 1.32
O -1.23 -0.74 1.97
C -0.73 -0.37 3.23
H -1.72 0.39 -1.65
H -1.30 1.10 -0.02
H -0.13 -2.45 -0.66
H -1.70 -1.62 -0.44
H 0.62 -1.59 1.58
H -0.75 -2.72 1.63
H -1.39 0.40 3.64
H -0.70 -1.24 3.91
H 0.29 0.05 3.15
```



Entry 3:
A 2-piece molecular cluster, H2N3O3P overall at a distorted geometry. Source: the Open Molecules 2025 dataset; level of theory: wB97M-V/def2-TZVPD.

## Properties
**LUMO**: 7.60 eV
**Net charge**: -2
**F_max**: 3.5 eV/A

Structure (XYZ):
```
9
H2N3O3P, DFT wB97M-V/def2-TZVPD
N 2.72 -0.33 -0.09
N 1.68 -0.64 -0.47
N 3.75 0.03 0.29
O -0.81 -1.47 0.33
O -1.03 1.04 0.15
O -3.15 -0.56 0.35
P -1.89 -0.38 -0.44
H -0.04 0.80 0.02
H 0.25 -1.35 0.19
```



Entry 4:
C23H25BN8O2RuS as an isolated structure. Source: the Open Molecules 2025 dataset; level of theory: wB97M-V/def2-TZVPD.

## Properties
**Multiplicity**: 6
**LUMO (spin up / spin down)**: -2.55 / -5.40 eV
**Net charge**: +1
**⟨S²⟩**: 8.760
**F_max**: 0.7 eV/A

Structure (XYZ):
```
61
C23H25BN8O2RuS, DFT wB97M-V/def2-TZVPD
Ru -0.11 0.74 -0.79
B -1.51 3.79 -0.94
N 0.03 3.86 -0.90
C 0.80 4.91 -1.14
C 2.13 4.56 -0.94
C 2.07 3.22 -0.57
N 0.80 2.80 -0.54
N -1.91 2.73 -2.05
C -3.09 2.62 -2.63
C -3.10 1.51 -3.47
C -1.84 0.97 -3.34
N -1.10 1.74 -2.50
H -1.93 3.43 0.13
H -1.95 4.87 -1.25
H 0.36 5.85 -1.44
H 3.00 5.18 -1.05
H 2.89 2.57 -0.31
H -3.87 3.34 -2.41
H -3.91 1.15 -4.08
H -1.41 0.12 -3.83
C -1.03 -2.33 5.82
C -1.42 -1.89 4.44
C -2.54 -2.42 3.81
C -2.92 -1.99 2.54
C -2.16 -1.03 1.89
C -1.04 -0.48 2.51
C -0.68 -0.91 3.77
S -2.66 -0.46 0.31
O -3.91 -1.05 -0.03
O -2.48 0.98 0.27
N -1.47 -0.86 -0.71
C -0.79 -2.05 -0.95
C -1.17 -3.34 -0.64
C -0.30 -4.36 -1.00
C 0.90 -4.06 -1.64
C 1.19 -2.74 -1.90
N 0.35 -1.75 -1.58
H -1.49 -3.28 6.08
H -1.35 -1.59 6.56
H 0.05 -2.43 5.91
H -3.14 -3.17 4.32
H -3.80 -2.39 2.05
H -0.49 0.32 2.04
H 0.18 -0.47 4.27
H -2.12 -3.53 -0.16
H -0.55 -5.39 -0.78
H 1.59 -4.83 -1.93
H 2.11 -2.45 -2.40
N 2.52 0.22 -2.77
C 2.97 0.09 -1.50
C 4.32 -0.21 -1.26
C 4.78 -0.29 0.03
C 3.90 -0.08 1.09
C 2.60 0.19 0.79
N 2.12 0.28 -0.47
H 3.15 0.06 -3.54
H 1.55 0.34 -2.99
H 4.98 -0.35 -2.11
H 5.82 -0.51 0.21
H 4.23 -0.13 2.12
H 1.87 0.37 1.58
```



Entry 5:
C23H27N4O4P2SSeTi as an isolated structure. Source: the Open Molecules 2025 dataset; level of theory: wB97M-V/def2-TZVPD.

## Properties
**LUMO**: 2.41 eV
**Net charge**: -1
**F_max**: 1.0 eV/A

Structure (XYZ):
```
63
C23H27N4O4P2SSeTi, DFT wB97M-V/def2-TZVPD
Ti 0.89 -1.38 0.27
O -2.44 -1.78 5.27
C -2.41 -0.52 4.89
O -3.04 0.35 5.46
C -1.60 -0.20 3.69
C -1.47 1.08 3.17
N -0.68 0.99 2.09
N -0.28 -0.26 1.87
C -0.81 -1.00 2.83
C -0.48 -2.47 2.79
O -0.97 -3.21 3.66
O 0.26 -2.80 1.83
H -1.88 -2.38 4.67
H -1.87 2.01 3.52
H -0.26 1.72 1.53
C -1.45 1.61 -0.88
P -0.26 0.26 -1.37
C 0.74 1.26 -2.53
C -1.41 -0.63 -2.52
C -1.88 -0.06 -3.70
C -2.75 -0.74 -4.53
C -3.18 -2.02 -4.18
C -2.73 -2.59 -3.01
C -1.84 -1.91 -2.18
P -1.22 -2.60 -0.62
C -2.77 -2.74 0.36
C -0.88 -4.35 -0.96
H -1.96 2.01 -1.75
H -0.89 2.43 -0.42
H -2.19 1.23 -0.18
H 0.10 1.83 -3.20
H 1.39 0.61 -3.11
H 1.35 1.96 -1.96
H -1.57 0.94 -3.99
H -3.10 -0.28 -5.44
H -3.86 -2.56 -4.83
H -3.06 -3.59 -2.73
H -3.55 -3.28 -0.17
H -3.14 -1.74 0.61
H -2.55 -3.26 1.29
H -1.78 -4.88 -1.29
H -0.52 -4.80 -0.03
H -0.09 -4.41 -1.71
C 2.12 1.56 2.66
N 2.11 1.53 1.20
C 2.33 0.25 0.48
Se 3.08 -1.29 1.49
N 3.07 0.66 -0.66
C 3.44 1.97 -0.61
C 4.20 2.76 -1.46
C 4.40 4.10 -1.11
C 3.88 4.63 0.06
C 3.11 3.82 0.92
C 2.88 2.52 0.56
H 1.72 0.63 3.05
H 1.52 2.40 3.01
H 3.14 1.67 3.05
H 3.17 0.02 -1.43
H 4.63 2.34 -2.36
H 4.99 4.73 -1.76
H 4.07 5.66 0.32
H 2.71 4.23 1.84
S 1.54 -2.02 -1.76
```



Entry 6:
A 2-piece molecular cluster, C7H10O overall at a distorted geometry. Source: the Open Molecules 2025 dataset; level of theory: wB97M-V/def2-TZVPD.

## Properties
**SMILES**: Cc1ccccc1.O
**LUMO**: 0.93 eV
**Net charge**: 0
**F_max**: 2.0 eV/A

Structure (XYZ):
```
18
C7H10O, DFT wB97M-V/def2-TZVPD
C -1.39 -1.16 1.90
C -0.84 -1.17 -0.60
C -0.47 -0.85 0.73
C 0.67 -0.11 0.98
C 1.45 0.38 -0.09
C 1.05 0.06 -1.37
C -0.02 -0.80 -1.62
H -1.92 -0.23 2.05
H -0.74 -1.45 2.72
H -2.06 -2.01 1.73
H -1.80 -1.65 -0.72
H 0.84 0.23 2.00
H 2.33 0.95 0.15
H 1.76 0.46 -2.10
H 0.03 -1.18 -2.65
H 1.16 2.74 -0.93
H -0.32 2.78 -1.44
O 0.27 3.01 -0.71
```



Entry 7:
A 8-piece molecular cluster, C12H36N4O16S2 overall at a distorted geometry. Source: the Open Molecules 2025 dataset; level of theory: wB97M-V/def2-TZVPD.

## Properties
**SMILES**: CCOS(C)(=O)=O.CCOS(C)(=O)=O.C[N+](=O)[O-].C[N+](=O)[O-].C[N+](=O)[O-].C[N+](=O)[O-].CO.CO
**LUMO**: -0.42 eV
**Net charge**: 0
**F_max**: 4.9 eV/A

Structure (XYZ):
```
70
C12H36N4O16S2, DFT wB97M-V/def2-TZVPD
C -1.72 3.91 -2.01
O -2.51 3.01 -1.38
H -0.85 4.17 -1.42
H -1.29 3.59 -2.96
H -2.21 4.88 -1.98
H -3.21 2.71 -1.96
C 0.06 -3.96 -1.16
O -0.53 -3.57 -2.40
H 0.44 -3.15 -0.55
H -0.60 -4.52 -0.50
H 0.88 -4.66 -1.33
H -1.07 -4.34 -2.60
O 1.36 -4.00 2.61
S 1.28 -2.65 3.14
O 0.51 -1.64 2.27
O 0.80 -2.65 4.77
C -0.50 -3.08 5.22
C -0.94 -2.12 6.32
C 2.97 -2.02 3.32
H -0.39 -4.08 5.64
H -1.22 -3.04 4.39
H -0.12 -1.85 6.98
H -1.83 -2.60 6.75
H -1.23 -1.15 5.91
H 3.50 -2.71 3.97
H 2.71 -1.07 3.78
H 3.49 -2.06 2.36
O 6.31 4.18 -0.62
S 5.96 3.01 0.15
O 6.74 2.52 1.31
O 4.36 3.11 0.55
C 3.82 2.24 1.54
C 2.27 2.14 1.49
C 5.81 1.63 -1.01
H 4.26 2.50 2.51
H 4.01 1.19 1.31
H 1.82 1.64 0.63
H 1.71 3.08 1.51
H 2.00 1.47 2.30
H 5.97 0.69 -0.48
H 6.71 1.90 -1.56
H 5.00 1.71 -1.74
C 2.10 2.48 -2.27
N 1.85 2.27 -3.75
O 0.80 1.79 -4.19
O 2.82 2.59 -4.47
H 3.06 2.20 -1.84
H 1.31 1.87 -1.83
H 2.09 3.56 -2.09
C -3.27 -1.97 -3.34
N -4.43 -2.86 -3.08
O -5.06 -3.32 -4.00
O -4.74 -3.14 -1.87
H -2.86 -2.24 -4.32
H -2.65 -2.33 -2.52
H -3.61 -0.94 -3.24
C -6.08 0.62 -0.78
N -6.42 1.96 -1.45
O -7.35 1.99 -2.19
O -5.52 2.81 -1.23
H -5.45 0.80 0.09
H -5.57 -0.07 -1.44
H -7.05 0.28 -0.41
C -0.59 -0.17 -0.81
N -2.00 -0.70 -0.58
O -2.25 -1.79 -0.14
O -2.85 0.12 -0.83
H -0.13 -0.09 0.17
H -0.57 0.81 -1.28
H -0.08 -0.91 -1.43
```



net charge of number 1 (C2H5NO)? 0



What is the net charge in the second record? +1



Which of these has the lowest net charge? H2N3O3P



net charge of number 4 (C23H25BN8O2RuS)? +1